(1)
ORCA calculation (the ωB97M-V functional and the def2-TZVPD basis) on C30H21N5O4Pd as an isolated structure.

The value obtained for the HOMO-LUMO gap is 8.219 eV. For the HOMO energy, the calculation gives -8.46 eV. For the LUMO energy, the calculation gives -0.24 eV. As for the energy above the lowest of the compared OMol25 structures with the same formula, charge and spin: 0.0 kcal/mol.

Structure (ORCA input):
```
! RIJCOSX wB97M-V def2-TZVPD def2/J DEFGRID3
* xyz 0 1
Pd 2.287 2.037 -0.088
C 0.151 4.967 -2.357
C -0.234 5.876 -1.380
C 0.125 5.655 -0.063
C 0.869 4.528 0.262
N 1.239 3.659 -0.702
C 0.889 3.866 -1.971
C 1.326 4.130 1.595
C 1.082 4.834 2.771
C 1.563 4.342 3.973
C 2.284 3.153 3.999
C 2.529 2.446 2.827
C 2.055 2.932 1.617
H -0.114 5.105 -3.395
H -0.812 6.751 -1.646
H -0.168 6.348 0.713
H 1.218 3.115 -2.678
H 0.519 5.760 2.757
H 1.378 4.884 4.891
H 2.659 2.774 4.942
H 3.091 1.520 2.851
N -4.518 -1.907 0.849
C -5.550 -2.765 0.535
C -6.666 -3.196 1.244
C -7.506 -4.081 0.597
C -7.243 -4.521 -0.711
C -6.133 -4.090 -1.406
C -5.271 -3.197 -0.769
N -4.100 -2.617 -1.223
C -3.689 -1.860 -0.244
C -2.468 -1.046 -0.284
C -2.136 -0.139 0.717
C -0.961 0.587 0.599
N -0.128 0.464 -0.428
C -0.448 -0.406 -1.384
C -1.597 -1.177 -1.361
H -4.377 -1.439 1.725
H -6.871 -2.859 2.252
H -8.387 -4.445 1.109
H -7.929 -5.216 -1.177
H -5.924 -4.427 -2.413
H -2.769 0.022 1.579
H -0.671 1.298 1.367
H 0.262 -0.487 -2.200
H -1.827 -1.874 -2.153
O 2.857 0.616 -1.718
C 3.375 -0.072 -0.804
O 3.368 0.333 0.401
C 4.007 -1.388 -1.117
C 4.064 -1.835 -2.431
C 4.644 -3.060 -2.729
C 5.169 -3.845 -1.716
C 5.101 -3.378 -0.414
C 4.531 -2.162 -0.091
N 5.658 -4.212 0.668
O 5.596 -3.780 1.801
O 6.143 -5.282 0.359
H 3.650 -1.209 -3.210
H 4.689 -3.405 -3.753
H 5.626 -4.803 -1.915
H 4.493 -1.821 0.932
*
```

(2)
ORCA calculation (the ωB97M-V functional and the def2-TZVPD basis) on a 7-piece molecular cluster, C58H84F6N10O2P overall at a distorted geometry.

The value obtained for the HOMO-LUMO gap is 7.698 eV. For the HOMO energy, the calculation gives -25.39 eV. For the LUMO energy, the calculation gives -17.69 eV.

Structure (ORCA input):
```
! RIJCOSX wB97M-V def2-TZVPD def2/J DEFGRID3
* xyz 9 1
C -4.146 1.608 1.161
N -4.980 0.808 0.224
C -4.339 -0.108 -0.488
C -5.052 -1.009 -1.297
C -6.435 -0.911 -1.384
C -7.074 0.064 -0.561
C -6.298 0.878 0.258
C -7.265 -1.839 -2.191
C -8.383 -2.498 -1.715
C -9.100 -3.315 -2.580
N -8.759 -3.411 -3.890
C -7.706 -2.691 -4.386
C -6.943 -1.903 -3.559
C -9.610 -4.290 -4.815
H -4.846 2.077 1.851
H -3.562 2.312 0.596
H -3.523 0.974 1.818
H -3.254 -0.185 -0.384
H -4.476 -1.744 -1.855
H -8.120 0.201 -0.569
H -6.774 1.616 0.875
H -8.639 -2.466 -0.658
H -9.951 -3.919 -2.301
H -7.515 -2.728 -5.445
H -6.105 -1.351 -3.927
H -10.550 -3.769 -4.933
H -9.686 -5.308 -4.431
H -9.084 -4.395 -5.771
C -1.168 -5.827 -3.698
N -1.982 -5.688 -2.494
C -1.693 -4.729 -1.590
C -2.437 -4.553 -0.477
C -3.512 -5.379 -0.132
C -3.699 -6.368 -1.096
C -3.003 -6.497 -2.264
C -4.305 -5.284 1.070
C -4.321 -4.149 1.860
C -5.052 -4.177 3.054
N -5.777 -5.217 3.396
C -5.761 -6.325 2.636
C -5.030 -6.404 1.479
C -6.536 -5.272 4.725
H -0.193 -6.171 -3.368
H -1.080 -4.898 -4.218
H -1.638 -6.543 -4.378
H -0.751 -4.207 -1.771
H -1.993 -3.831 0.135
H -4.335 -7.202 -0.932
H -3.142 -7.235 -3.040
H -3.821 -3.261 1.582
H -4.963 -3.319 3.723
H -6.430 -7.116 3.012
H -5.068 -7.305 0.897
H -7.487 -5.825 4.624
H -6.731 -4.292 5.131
H -5.810 -5.750 5.412
C 0.961 1.595 -4.882
N 0.948 3.075 -4.408
C 1.723 3.949 -5.033
C 1.763 5.258 -4.544
C 1.015 5.613 -3.414
C 0.345 4.614 -2.735
C 0.270 3.339 -3.278
C 1.058 7.064 -2.975
C -0.151 7.755 -2.888
C -0.139 9.082 -2.590
N 0.988 9.779 -2.411
C 2.168 9.111 -2.591
C 2.226 7.798 -2.924
C 1.061 11.258 -2.238
H 1.296 0.957 -4.051
H 1.616 1.497 -5.767
H -0.040 1.269 -5.232
H 2.229 3.693 -5.930
H 2.289 6.028 -5.109
H -0.194 4.748 -1.812
H -0.195 2.472 -2.843
H -1.059 7.308 -3.148
H -1.026 9.714 -2.549
H 3.050 9.728 -2.519
H 3.166 7.320 -3.062
H 0.072 11.668 -2.424
H 1.808 11.629 -2.955
H 1.403 11.442 -1.220
C 2.789 -5.034 2.308
N 2.621 -3.807 3.185
C 3.393 -2.715 3.142
C 3.251 -1.687 4.071
C 2.291 -1.812 5.074
C 1.455 -2.896 5.072
C 1.624 -3.855 4.092
C 2.169 -0.709 6.059
C 0.920 -0.202 6.384
C 0.851 0.789 7.296
N 1.942 1.198 7.973
C 3.084 0.672 7.745
C 3.279 -0.300 6.769
C 1.731 2.031 9.246
H 3.835 -5.013 1.932
H 2.041 -5.034 1.514
H 2.697 -5.932 2.937
H 4.207 -2.805 2.471
H 3.886 -0.851 3.910
H 0.672 -3.040 5.834
H 1.036 -4.763 4.120
H -0.001 -0.527 5.925
H -0.064 1.228 7.561
H 3.952 1.067 8.221
H 4.274 -0.618 6.619
H 2.756 2.307 9.496
H 1.163 1.548 10.016
H 1.237 2.934 8.922
C 8.782 -1.751 -4.273
N 7.316 -1.450 -3.910
C 7.169 -0.032 -3.529
C 6.499 -1.817 -5.063
C 7.031 -2.328 -2.782
C 5.604 -2.339 -2.283
O 5.500 -2.923 -0.990
H 9.165 -1.180 -5.104
H 8.862 -2.793 -4.566
H 9.454 -1.557 -3.435
H 7.808 0.193 -2.697
H 6.142 0.341 -3.439
H 7.626 0.582 -4.308
H 6.676 -2.880 -5.260
H 6.766 -1.256 -5.969
H 5.440 -1.631 -4.914
H 7.722 -2.010 -1.990
H 7.409 -3.354 -2.991
H 4.968 -2.867 -3.031
H 5.309 -1.292 -2.202
H 6.044 -3.698 -1.177
C 4.261 2.784 2.950
N 3.319 3.894 2.458
C 3.920 5.259 3.092
C 3.345 3.987 0.920
C 1.904 3.625 3.049
C 0.735 4.337 2.214
O 1.054 5.638 1.706
H 4.508 2.814 3.989
H 5.235 2.939 2.513
H 3.767 1.836 2.658
H 5.000 5.194 2.883
H 3.806 5.154 4.193
H 3.287 6.045 2.639
H 2.843 3.122 0.475
H 4.385 4.055 0.625
H 2.788 4.908 0.631
H 1.916 3.978 4.097
H 1.726 2.574 2.928
H -0.135 4.479 2.863
H 0.536 3.626 1.432
H 0.535 6.284 2.219
P 0.306 -0.184 -0.280
F -0.815 -0.728 0.824
F 1.097 -1.594 -0.255
F -0.633 -0.698 -1.502
F 1.385 0.366 -1.331
F -0.444 1.227 -0.305
F 1.229 0.308 0.945
*
```